1.
4 unconnected molecules or ions with the total composition C13H19Cl3O9. Source: the Open Molecules 2025 dataset; level of theory: ωB97M-V with the def2-TZVPD basis set.

Last column: Mulliken charge in e.
Geometry (Å):
C1 13.998 -25.029 -13.570  -1.17
C2 14.873 -23.793 -13.497  0.44
C3 16.363 -24.043 -13.813  -0.43
O1 16.656 -23.139 -14.871  -0.35
C4 15.553 -22.420 -15.198  0.66
O2 15.538 -21.541 -15.993  -0.51
O3 14.477 -22.867 -14.512  -0.36
H1 12.966 -24.719 -13.718  0.20
H2 14.145 -25.674 -12.703  0.32
H3 14.321 -25.646 -14.414  0.37
H4 14.731 -23.310 -12.527  0.24
H5 16.497 -25.059 -14.187  0.31
H6 17.006 -23.878 -12.952  0.28
C5 10.068 -27.282 -5.512  -1.43
C6 11.393 -27.602 -6.163  0.49
C7 12.276 -26.427 -6.552  -0.11
O4 13.576 -26.789 -6.094  -0.35
C8 13.497 -27.905 -5.321  0.62
O5 14.436 -28.432 -4.826  -0.52
O6 12.218 -28.305 -5.196  -0.39
H7 9.405 -26.724 -6.173  0.35
H8 10.224 -26.672 -4.618  0.37
H9 9.572 -28.199 -5.199  0.36
H10 11.215 -28.324 -6.965  0.27
H11 11.935 -25.487 -6.114  0.30
H12 12.309 -26.293 -7.632  0.06
C9 7.594 -25.933 -16.267  -1.49
C10 8.848 -26.529 -15.668  0.68
C11 9.404 -27.746 -16.448  -0.50
O7 10.658 -27.310 -16.952  -0.34
C12 10.958 -26.083 -16.463  0.70
O8 12.002 -25.544 -16.610  -0.53
O9 9.904 -25.565 -15.796  -0.37
H13 7.620 -25.965 -17.356  0.36
H14 7.461 -24.893 -15.972  0.34
H15 6.702 -26.468 -15.929  0.40
H16 8.712 -26.825 -14.631  0.20
H17 8.765 -28.058 -17.273  0.28
H18 9.561 -28.592 -15.779  0.27
Cl1 10.748 -26.680 -9.823  -0.15
C13 11.409 -26.347 -11.443  0.14
Cl2 10.165 -25.807 -12.542  -0.09
Cl3 12.204 -27.786 -12.088  -0.14
H19 12.154 -25.575 -11.310  0.23

SMILES string ... C[C@H]1COC(=O)O1.C[C@H]1COC(=O)O1.C[C@H]1COC(=O)O1.ClC(Cl)Cl
LUMO ... 0.12 eV
DFT total energy ... -2564.5313 Ha
ΔE to the lowest compared entry with this formula, charge and spin ... 0.0 kcal/mol
F_max ... 0.963 eV/Å
Highest occupied orbital energy ... -10.90 eV



2.
A molecular structure, C2H4NO2P. Source: the Open Molecules 2025 dataset; level of theory: ωB97M-V with the def2-TZVPD basis set.

Last column: Mulliken charge in e.
Geometry (Å):
C1 -0.633 0.212 0.988  -0.31
C2 -0.615 0.106 -1.031  -0.36
N1 0.141 -0.594 0.030  -0.22
O1 -3.057 1.169 0.061  -0.68
O2 -2.703 -1.446 -0.011  -0.69
P1 -2.212 -0.041 -0.032  1.01
H1 -0.094 1.076 1.183  0.31
H2 -0.066 1.023 -1.039  0.30
H3 1.096 -0.630 -0.133  0.31
H4 -0.278 -1.579 0.154  0.33

LUMO ... -1.05 eV
DFT total energy ... -625.0801 Ha
ΔE to the lowest compared entry with this formula, charge and spin ... 94.8 kcal/mol
F_max ... 5.335 eV/Å
Highest occupied orbital energy ... -10.07 eV



3.
A molecular structure, C25H20ClF5MnP. Source: the Open Molecules 2025 dataset; level of theory: ωB97M-V with the def2-TZVPD basis set.

Last column: Mulliken charge in e.
Geometry (Å):
C1 -1.621 3.355 1.489  -0.96
C2 -1.926 2.275 0.591  0.23
C3 -2.306 1.152 1.357  -0.06
H1 -1.938 2.352 -0.514  0.39
C4 -2.249 1.487 2.731  -0.77
C5 -1.830 2.878 2.848  -0.64
H2 -1.655 3.444 3.769  0.52
H3 -1.333 4.363 1.194  0.53
H4 -2.692 0.197 0.937  0.68
H5 -2.486 0.822 3.581  0.41
Mn1 -0.255 1.855 2.048  -0.01
Cl1 0.458 -0.063 3.005  -0.48
P1 0.128 -0.673 -0.332  0.88
C6 -1.188 -1.887 -0.106  0.01
C7 -1.831 -2.412 -1.237  -0.16
H6 -1.581 -2.012 -2.223  0.43
C8 -2.752 -3.433 -1.056  -0.61
H7 -3.224 -3.849 -1.936  0.42
C9 -3.036 -3.909 0.225  -0.57
H8 -3.734 -4.731 0.342  0.37
C10 -2.427 -3.345 1.350  -0.62
H9 -2.656 -3.707 2.348  0.42
C11 -1.511 -2.315 1.202  -0.18
H10 -1.029 -1.836 2.054  0.25
C12 -0.027 0.079 -1.967  0.34
C13 -1.278 0.582 -2.395  -0.58
H11 -2.159 0.490 -1.752  0.82
C14 -1.361 1.182 -3.642  -0.83
H12 -2.325 1.545 -3.987  0.40
C15 -0.221 1.302 -4.444  -0.61
H13 -0.302 1.741 -5.433  0.37
C16 1.020 0.857 -3.985  -0.49
H14 1.908 0.941 -4.603  0.41
C17 1.141 0.289 -2.724  -0.86
H15 2.104 -0.025 -2.313  0.36
C18 1.713 -1.511 -0.193  0.30
C19 1.768 -2.839 -0.645  -0.48
H16 0.842 -3.311 -0.988  0.34
C20 2.995 -3.475 -0.646  -0.53
H17 3.038 -4.486 -1.033  0.40
C21 4.134 -2.822 -0.163  -0.55
H18 5.083 -3.341 -0.182  0.37
C22 4.054 -1.523 0.340  -0.45
H19 4.941 -1.027 0.727  0.44
C23 2.838 -0.850 0.344  -0.20
H20 2.721 0.148 0.766  0.32
F1 2.578 2.109 1.857  -0.25
C24 1.518 2.810 2.423  0.99
F2 1.667 2.777 3.810  -0.28
C25 1.559 4.226 1.906  0.51
F3 2.757 4.811 2.176  -0.27
F4 1.370 4.297 0.551  -0.23
F5 0.601 5.016 2.525  -0.24

LUMO (spin up / spin down) ... -1.00 / -0.44 eV
DFT total energy ... -3416.5131 Ha
Multiplicity ... 5
F_max ... 4.133 eV/Å
Highest occupied orbital energy (spin up / spin down) ... -7.40 / -7.51 eV